*1*
Density functional theory data (the ωB97M-V functional and the def2-TZVPD basis) for one molecule with the formula C2H5N5.

Geometry as XYZ:
```
12
C2H5N5 the ωB97M-V functional and the def2-TZVPD basis
N -2.469 -0.441 -0.125
C -1.178 0.003 -0.208
N -0.744 1.217 -0.160
N 0.612 1.157 -0.184
C 0.962 -0.082 -0.333
N 2.267 -0.543 -0.145
N -0.097 -0.899 -0.376
H -3.168 0.217 0.160
H -2.555 -1.333 0.416
H 1.222 2.035 0.010
H 2.769 0.129 0.531
H 2.380 -1.459 0.413
```

Values from the calculation:
SMILES: Nc1n[nH]c(N)n1
Kohn-Sham gap: 9.211 eV
E_LUMO: 0.728 eV
charge: 0

---

*2*
Density functional theory data (the ωB97M-V functional and the def2-TZVPD basis) for one molecule with the formula C2H5N5.

Geometry as XYZ:
```
12
C2H5N5 the ωB97M-V functional and the def2-TZVPD basis
N -0.203 2.265 -0.828
N -0.055 0.887 -0.716
N -0.620 0.437 0.398
C -0.412 -0.787 0.747
C 0.690 -1.591 0.114
N 1.683 -0.595 -0.390
N 1.256 0.465 -0.822
H -0.805 2.531 -1.607
H 0.786 2.716 -0.943
H -0.828 -1.293 1.611
H 1.145 -2.274 0.697
H 0.137 -2.152 -0.737
```

Values from the calculation:
SMILES: NN1N=CCN=N1
Kohn-Sham gap: 9.781 eV
E_LUMO: 0.883 eV
charge: 0

---

Verdict on stability: *1* comes out on top.

---

*1*
Density functional theory data (the ωB97M-V functional and the def2-TZVPD basis) for a 2-piece molecular cluster, C3H10N2O3 overall.

Geometry as XYZ:
```
18
C3H10N2O3 the ωB97M-V functional and the def2-TZVPD basis
C -1.232 -1.415 -0.910
C -0.844 -1.049 0.491
O -0.122 -1.694 1.203
O -1.347 0.103 0.987
N -2.181 0.859 0.107
H -2.299 -1.265 -1.051
H -0.956 -2.448 -1.097
H -0.698 -0.766 -1.602
H -1.560 1.465 -0.433
H -2.731 1.442 0.733
C 1.474 1.583 0.319
O 1.355 0.375 -0.400
N 2.315 -0.572 0.093
H 0.874 2.314 -0.222
H 2.515 1.911 0.351
H 1.098 1.466 1.341
H 1.828 -1.137 0.795
H 2.509 -1.173 -0.704
```

Values from the calculation:
SMILES: CC(=O)ON.CON
Kohn-Sham gap: 10.133 eV
E_LUMO: 0.811 eV
charge: 0

---

*2*
Density functional theory data (the ωB97M-V functional and the def2-TZVPD basis) for a 2-piece molecular cluster, C3H10N2O3 overall.

Geometry as XYZ:
```
18
C3H10N2O3 the ωB97M-V functional and the def2-TZVPD basis
N 1.133 -0.272 2.378
C 2.028 -0.225 1.323
O 3.220 -0.143 1.567
C 1.468 -0.282 -0.111
N 0.006 -0.060 -0.062
C -0.705 -0.753 -1.115
O -0.275 -0.390 -2.408
H 1.544 -0.543 3.248
H 0.169 -0.403 2.106
H 1.581 -1.318 -0.433
H 2.066 0.407 -0.695
H -0.189 0.939 -0.021
H -1.764 -0.530 -0.922
H -0.536 -1.825 -1.135
H -0.746 0.268 -2.922
O -3.366 1.769 -0.091
H -2.703 1.084 0.063
H -2.933 2.275 -0.774
```

Values from the calculation:
SMILES: NC(=O)CNCO.O
Kohn-Sham gap: 9.749 eV
E_LUMO: 0.214 eV
charge: 0

---

Verdict on stability: *2* comes out on top.

---

*1*
Density functional theory data (the ωB97M-V functional and the def2-TZVPD basis) for a 2-piece molecular cluster, C2H11N2O overall.

Geometry as XYZ:
```
16
C2H11N2O the ωB97M-V functional and the def2-TZVPD basis
N 0.075 0.885 -0.961
C 0.211 0.255 0.602
C -1.228 0.327 1.283
N -1.479 -0.841 2.036
H -0.072 1.875 -0.783
H -0.748 0.394 -1.279
H 0.914 0.474 -1.459
H 1.042 0.718 1.134
H 0.390 -0.809 0.334
H -1.914 0.595 0.489
H -1.206 1.265 1.884
H -1.624 -1.684 1.504
H -0.725 -0.986 2.691
H 1.564 -1.067 -3.008
H 2.791 -0.932 -2.071
O 2.010 -0.470 -2.396
```

Values from the calculation:
Kohn-Sham gap: 10.014 eV
E_LUMO: -3.406 eV
charge: +1

---

*2*
Density functional theory data (the ωB97M-V functional and the def2-TZVPD basis) for a 2-piece molecular cluster, C2H11N2O overall.

Geometry as XYZ:
```
16
C2H11N2O the ωB97M-V functional and the def2-TZVPD basis
C -2.051 -0.654 -0.701
N -1.204 0.516 -0.386
H -1.503 -1.592 -0.655
H -2.440 -0.546 -1.711
H -2.903 -0.758 -0.033
H -1.811 1.337 -0.371
H -0.800 0.511 0.563
H -0.392 0.561 -1.040
N 1.505 0.353 -0.584
C 1.714 -0.225 0.745
O 0.701 0.271 1.597
H 2.205 -0.088 -1.156
H 1.669 1.354 -0.522
H 2.738 -0.040 1.093
H 1.562 -1.304 0.674
H 1.009 0.303 2.485
```

Values from the calculation:
Kohn-Sham gap: 11.417 eV
E_LUMO: -3.011 eV
charge: +1

---

Verdict on stability: *2* comes out on top.

---

*1*
Density functional theory data (the ωB97M-V functional and the def2-TZVPD basis) for a 2-piece molecular cluster, CH2FIO overall.

Geometry as XYZ:
```
6
CH2FIO the ωB97M-V functional and the def2-TZVPD basis
C 0.803 -0.757 -0.306
O -0.590 0.581 0.312
F 0.471 -1.871 0.275
I 2.669 0.022 0.117
H 0.457 -0.655 -1.330
H -0.519 0.464 1.266
```

Values from the calculation:
Kohn-Sham gap: 9.784 eV
E_LUMO: -0.218 eV
charge: 0

---

*2*
Density functional theory data (the ωB97M-V functional and the def2-TZVPD basis) for a 2-piece molecular cluster, CH2FIO overall.

Geometry as XYZ:
```
6
CH2FIO the ωB97M-V functional and the def2-TZVPD basis
C -0.231 0.437 -0.454
O 1.043 -1.106 0.369
F 0.158 1.436 0.288
I -2.116 -0.283 -0.050
H 0.145 0.442 -1.465
H 1.002 -0.925 1.310
```

Values from the calculation:
Kohn-Sham gap (spin up / spin down): 9.059 / 9.060 eV
E_LUMO (spin up / spin down): -0.631 / -0.631 eV
charge: 0

---

Verdict on stability: *1* comes out on top.

---

*1*
Density functional theory data (the ωB97M-V functional and the def2-TZVPD basis) for an isolated ion of composition C6H9N2O and charge +1.

Geometry as XYZ:
```
18
C6H9N2O the ωB97M-V functional and the def2-TZVPD basis
C 0.043 -1.601 0.982
C -0.243 -1.090 -0.467
C 0.765 -0.488 -1.295
C 1.339 0.676 -1.005
C 1.005 1.469 0.227
N -0.393 1.400 0.598
C -1.141 0.433 0.132
N -2.369 0.349 0.014
O -3.244 -0.425 -0.222
H 0.858 -1.086 1.338
H 0.312 -2.734 0.827
H -0.863 -1.614 1.620
H -1.060 -1.581 -0.952
H 1.101 -0.966 -2.203
H 1.929 1.245 -1.637
H 1.720 1.287 1.078
H 1.159 2.510 0.023
H -0.918 2.215 0.941
```

Values from the calculation:
SMILES: C[C@@H]1C=CC[NH+]=C1N=O
Kohn-Sham gap (spin up / spin down): 7.572 / 6.840 eV
E_LUMO (spin up / spin down): -6.531 / -6.908 eV
charge: +1

---

*2*
Density functional theory data (the ωB97M-V functional and the def2-TZVPD basis) for an isolated ion of composition C6H9N2O and charge +1.

Geometry as XYZ:
```
18
C6H9N2O the ωB97M-V functional and the def2-TZVPD basis
C 2.244 -1.080 -0.062
N 2.821 0.104 -0.096
C 1.998 1.176 0.083
N 0.681 1.062 0.010
C -0.010 -0.328 0.004
C -1.110 -0.172 1.059
C -2.109 0.004 0.004
C -1.058 -0.354 -1.057
O 0.988 -1.331 0.031
H 2.698 -2.114 -0.014
H 2.485 2.157 0.217
H -0.049 1.763 -0.200
H -0.807 0.467 1.978
H -1.154 -1.219 1.627
H -3.047 -0.485 0.063
H -2.340 1.064 -0.217
H -1.276 -1.189 -1.674
H -0.956 0.475 -1.756
```

Values from the calculation:
SMILES: C1=NC=[NH+]C2(CCC2)O1
Kohn-Sham gap: 9.709 eV
E_LUMO: -5.199 eV
charge: +1

---

Verdict on stability: *2* comes out on top.

---

*1*
Density functional theory data (the ωB97M-V functional and the def2-TZVPD basis) for one molecule with the formula C4H8OS2.

Geometry as XYZ:
```
15
C4H8OS2 the ωB97M-V functional and the def2-TZVPD basis
C 2.420 0.847 -0.822
O 1.561 0.282 -1.869
C 0.076 0.140 -1.583
S 0.119 -0.732 -0.001
C -1.470 -0.349 0.710
C -1.739 -1.025 2.082
S -2.627 0.631 0.158
H 2.439 0.221 0.061
H 3.390 0.882 -1.344
H 1.986 1.860 -0.603
H -0.352 -0.462 -2.523
H -0.346 1.198 -1.435
H -1.227 -2.014 2.166
H -1.378 -0.250 2.771
H -2.853 -1.228 2.233
```

Values from the calculation:
SMILES: COCSC(C)=S
Kohn-Sham gap: 8.609 eV
E_LUMO: -0.032 eV
charge: 0

---

*2*
Density functional theory data (the ωB97M-V functional and the def2-TZVPD basis) for a 2-piece molecular cluster, C4H8OS2 overall.

Geometry as XYZ:
```
15
C4H8OS2 the ωB97M-V functional and the def2-TZVPD basis
C -1.538 0.069 -1.103
C 0.835 0.518 1.815
C -0.894 1.210 -0.797
C 0.921 0.054 0.359
O -1.955 -0.914 -0.429
S 0.717 -1.714 0.174
S 2.278 0.711 -0.545
H -1.654 -0.048 -2.183
H 1.466 -0.204 2.395
H -0.244 0.316 2.236
H 1.160 1.492 1.872
H -0.661 1.939 -1.451
H -1.014 1.642 0.292
H -0.704 -1.785 0.103
H 2.252 -0.010 -1.538
```

Values from the calculation:
Kohn-Sham gap (spin up / spin down): 7.342 / 7.340 eV
E_LUMO (spin up / spin down): -1.087 / -1.088 eV
charge: 0

---

*3*
Density functional theory data (the ωB97M-V functional and the def2-TZVPD basis) for C4H8OS2 as an isolated structure.

Geometry as XYZ:
```
15
C4H8OS2 the ωB97M-V functional and the def2-TZVPD basis
C -0.802 -0.896 -0.542
C -2.180 -1.447 -0.096
O -3.048 -1.893 -0.826
C -0.329 -0.239 0.716
S 1.266 -0.944 1.175
S 2.075 0.380 -1.175
C 1.897 1.867 -0.179
H -0.209 -1.709 -0.921
H -0.964 -0.231 -1.357
H -2.326 -1.869 0.861
H -0.801 -0.476 1.642
H -0.526 0.897 0.497
H 1.665 2.751 -0.808
H 2.944 2.076 0.096
H 1.340 1.732 0.916
```

Values from the calculation:
Kohn-Sham gap: 6.730 eV
E_LUMO: -2.469 eV
charge: 0

---

Verdict on stability: *1* comes out on top.